Entry from OMol25: a cluster of 15 separate species, H29O15 in total (the ωB97M-V functional and the def2-TZVPD basis).

Summary:
* largest force on an atom: 3.7 eV Å⁻¹
* frontier orbital gap: 8.089 eV
* total charge: -1
* energy above the lowest of the compared OMol25 structures with the same formula, charge and spin: 48.5 kcal per mole

Each line ends with the natural charge from an NBO analysis.
Element x y z (Å)
O 1.38 -3.98 2.30  -0.9208
H 2.33 -4.12 2.40  0.4613
H -3.14 0.50 -4.21  0.4498
O -3.06 -0.12 3.00  -0.9470
H -2.58 0.23 2.26  0.4784
H -3.75 -0.64 2.59  0.4598
O -2.56 0.80 -3.48  -1.0552
H 3.19 -0.26 1.61  0.4700
H -0.79 -0.96 -0.03  0.5071
O -1.35 1.68 1.41  -0.9812
H -1.23 5.32 0.09  0.4648
H -0.91 0.86 1.10  0.4806
O 5.25 2.00 0.50  -0.9370
H 4.93 1.17 0.11  0.4708
H 0.45 2.21 1.51  0.4954
O 2.26 -1.67 -3.06  -1.0146
H -2.21 2.30 -2.05  0.5276
H 1.35 -1.26 -3.22  0.5152
O 3.53 -1.15 1.45  -0.9283
H 4.41 2.27 0.89  0.4669
H 2.86 -1.63 1.93  0.4564
O 0.54 0.12 3.99  -0.9711
H 0.74 0.38 3.09  0.4855
H 1.47 -3.23 2.97  0.4615
O -1.51 5.14 1.00  -0.9395
H -1.06 4.30 1.17  0.4748
H -0.07 -2.16 0.97  0.5135
O -2.45 2.12 -1.13  -0.9973
H -2.01 1.67 0.71  0.4991
O -2.16 -0.80 -1.24  -0.9993
H -1.87 0.12 -1.29  0.4900
H -3.21 1.56 -1.07  0.4881
O -0.62 -0.90 -3.41  -1.2887
H -1.67 -1.43 -1.76  0.5190
H -0.50 -1.31 -4.27  0.4359
O 1.24 1.75 1.22  -0.9782
H 1.01 1.10 0.60  0.4775
H -0.22 0.62 4.32  0.4812
O -0.43 -1.31 0.77  -1.0487
H 2.32 -2.60 -2.88  0.4805
H -1.90 0.01 -3.61  0.5212
O 0.25 -3.43 -3.06  -0.9845
H 0.41 -2.53 -2.72  0.4999
H -0.58 -3.72 -2.67  0.4595